[1]
{"formula": "C2H5BrS", "method": "ωB97M-V with the def2-TZVPD basis set", "e_tot_ha": -3051.34683, "e_lumo_ha": 0.0270, "molar_mass_g_mol": 141.03, "charge": 0, "e_homo_ev": -9.6, "relative_energy_kcal_mol": 23.9, "elements": ["C", "C", "S", "Br", "H", "H", "H", "H", "H"], "positions_angstrom": [[-1.0237, -2.1207, 0.5626], [-0.7136, -0.9204, 0.0794], [1.3978, 2.3802, -0.6676], [-2.0270, 0.5122, 0.0259], [-0.2579, -2.9071, 0.4638], [1.6808, 3.6699, -0.9645], [-1.8314, -2.2722, 1.1171], [0.0915, -0.5931, -0.4227], [2.6834, 2.2512, -0.1940]]}

---

[2]
{"formula": "C18H46N2O12", "method": "ωB97M-V with the def2-TZVPD basis set", "e_tot_ha": -1725.42195, "e_lumo_ha": 0.0242, "molar_mass_g_mol": 482.57, "charge": 0, "e_homo_ev": -9.3, "relative_energy_kcal_mol": 0.0, "elements": ["C", "N", "O", "O", "H", "H", "H", "C", "N", "O", "O", "H", "H", "H", "C", "O", "C", "C", "O", "C", "H", "H", "H", "H", "H", "H", "H", "H", "H", "H", "C", "O", "C", "C", "O", "C", "H", "H", "H", "H", "H", "H", "H", "H", "H", "H", "C", "O", "C", "C", "O", "C", "H", "H", "H", "H", "H", "H", "H", "H", "H", "H", "C", "O", "C", "C", "O", "C", "H", "H", "H", "H", "H", "H", "H", "H", "H", "H"], "positions_angstrom": [[0.6398, 0.9430, -0.3707], [1.3390, 2.2223, -0.7174], [2.3889, 2.4459, -0.1414], [0.8430, 2.9524, -1.5483], [0.3320, 1.0982, 0.6617], [1.4220, 0.1916, -0.4240], [-0.1851, 0.8026, -1.0578], [4.3917, 4.1571, -2.6578], [3.8257, 5.2544, -3.4641], [4.4159, 6.3146, -3.4648], [2.7901, 5.0348, -4.0614], [4.3452, 3.2256, -3.2132], [3.8519, 4.0838, -1.7191], [5.4382, 4.3877, -2.4790], [-1.0082, -5.2549, -1.7588], [-0.5782, -3.9132, -1.6903], [-0.5990, -3.4132, -0.3906], [-0.0124, -2.0277, -0.3641], [-0.7476, -1.0190, -1.0471], [-1.9899, -0.7136, -0.4637], [-0.4864, -5.8640, -1.0083], [-0.7208, -5.6313, -2.7381], [-2.0887, -5.3299, -1.6118], [-0.0349, -4.0280, 0.3338], [-1.6048, -3.4287, 0.0653], [0.9448, -2.0561, -0.8932], [0.1765, -1.6980, 0.6668], [-2.6107, -0.2166, -1.2086], [-1.8744, -0.0412, 0.3961], [-2.5347, -1.6065, -0.1429], [0.9354, 3.2388, 2.9325], [-0.3917, 2.9175, 2.6169], [-1.3598, 3.9210, 2.8422], [-2.5357, 3.6753, 1.9343], [-3.3809, 2.6209, 2.3348], [-4.1933, 2.9132, 3.4410], [1.1221, 4.3104, 3.0442], [1.5177, 2.8960, 2.0765], [1.2718, 2.7248, 3.8380], [-0.9652, 4.9148, 2.5957], [-1.6701, 3.9021, 3.8951], [-2.1592, 3.4144, 0.9436], [-3.1082, 4.6091, 1.8296], [-3.7534, 2.5516, 4.3776], [-5.1635, 2.4459, 3.2786], [-4.3424, 3.9949, 3.5646], [-3.1328, -5.1320, 2.3463], [-2.2325, -4.0701, 2.6168], [-1.8866, -3.8198, 3.9526], [-1.8917, -2.3184, 4.1428], [-1.1476, -1.7136, 3.1413], [-0.6068, -0.4631, 3.4523], [-2.5930, -6.0730, 2.1658], [-3.6578, -4.9020, 1.4187], [-3.8479, -5.2788, 3.1578], [-0.8845, -4.2359, 4.1404], [-2.5533, -4.2540, 4.7076], [-1.5544, -2.0638, 5.1594], [-2.9505, -2.0049, 4.0834], [-1.3859, 0.2873, 3.6431], [0.0056, -0.1789, 2.6020], [0.0316, -0.4573, 4.3512], [3.9698, -1.8717, -2.7755], [3.0554, -0.8440, -2.4363], [1.9578, -0.7170, -3.3268], [2.2336, -0.4594, -4.7968], [2.5659, 0.8697, -5.1214], [1.4581, 1.7271, -5.1048], [4.5915, -2.0385, -1.9039], [4.6048, -1.5808, -3.6211], [3.4331, -2.7796, -3.0796], [1.3149, 0.0431, -2.8811], [1.3437, -1.6389, -3.2764], [1.3661, -0.8288, -5.3581], [3.0975, -1.0545, -5.1032], [0.5954, 1.3167, -5.6560], [1.7194, 2.6695, -5.5795], [1.0886, 1.9426, -4.0936]]}

---

[3]
{"formula": "C12H11AsCl3NOPtS4SeSi", "method": "ωB97M-V with the def2-TZVPD basis set", "e_tot_ha": -8613.26747, "e_lumo_ha": [0.1487, 0.1028], "s2": 6.027, "multiplicity": 5, "molar_mass_g_mol": 796.90, "charge": -2, "e_homo_ev": [-1.5, -2.6], "relative_energy_kcal_mol": 5.5, "elements": ["Pt", "Cl", "C", "C", "C", "Cl", "C", "O", "C", "Cl", "C", "H", "H", "S", "As", "S", "S", "S", "C", "Si", "C", "C", "C", "C", "H", "H", "H", "H", "H", "H", "H", "H", "H", "Se", "C", "N"], "positions_angstrom": [[1.1084, 0.0810, -0.9597], [5.7474, 0.2990, 5.0025], [4.9345, 0.1894, 3.4438], [3.5567, 0.2422, 3.3820], [2.9306, 0.1558, 2.1524], [1.1975, 0.2157, 2.1107], [3.6235, 0.0137, 0.9277], [3.1000, -0.0795, -0.2464], [5.0332, -0.0334, 1.0728], [5.9907, -0.2067, -0.3687], [5.6806, 0.0504, 2.2889], [2.9644, 0.3463, 4.2803], [6.7607, 0.0080, 2.3283], [0.0218, 3.2901, -4.1689], [1.6335, 2.4166, -3.0553], [1.6500, 0.2226, -3.2103], [1.5496, 2.6619, -0.9450], [3.1117, 3.4456, -4.1556], [-4.5309, 1.2509, 0.5605], [-3.8647, -0.1400, -0.4847], [-4.6023, -0.0101, -2.1866], [-4.3759, -1.7546, 0.2801], [-2.0784, -0.0335, -0.6008], [-0.8628, 0.0016, -0.7324], [-5.6218, 1.1918, 0.6389], [-4.2618, 2.2167, 0.1257], [-4.1057, 1.2120, 1.5665], [-5.6955, -0.0613, -2.1376], [-4.2400, -0.8174, -2.8268], [-4.3146, 0.9357, -2.6525], [-5.4671, -1.8394, 0.3278], [-3.9739, -1.8363, 1.2933], [-3.9794, -2.5933, -0.2969], [1.6999, -2.6571, -0.6749], [0.2745, -3.8183, -0.9519], [-0.5942, -4.5659, -1.1272]]}

---

[4]
{"formula": "C27H29F5MoN3OS3", "method": "ωB97M-V with the def2-TZVPD basis set", "e_tot_ha": -3047.67273, "e_lumo_ha": [-0.1483, -0.1441], "s2": 2.025, "multiplicity": 3, "molar_mass_g_mol": 698.68, "charge": 1, "e_homo_ev": [-10.4, -10.4], "elements": ["Mo", "C", "N", "C", "C", "N", "C", "C", "C", "C", "C", "C", "C", "S", "C", "C", "C", "C", "C", "C", "S", "H", "H", "H", "H", "H", "H", "H", "H", "H", "H", "H", "H", "H", "H", "H", "H", "H", "H", "F", "C", "C", "F", "C", "F", "C", "S", "C", "F", "C", "F", "C", "C", "C", "C", "C", "N", "H", "H", "H", "H", "H", "H", "H", "H", "H", "O", "H", "H"], "positions_angstrom": [[0.5081, 0.1081, 0.0563], [1.5320, -2.9451, 0.0571], [2.1153, -1.5816, -0.0422], [2.9921, -1.3183, 1.1301], [2.1491, -1.0731, 2.3605], [1.1993, 0.0583, 2.1215], [-0.1897, -0.2349, 2.4590], [1.7034, 1.3315, 2.6361], [1.6812, 1.6011, 3.9955], [2.2108, 2.7990, 4.4436], [2.7584, 3.6939, 3.5291], [2.7762, 3.4081, 2.1767], [2.2409, 2.2067, 1.7076], [2.2159, 1.7875, 0.0023], [2.8777, -1.5181, -1.2928], [4.0719, -2.2126, -1.4271], [4.7551, -2.1945, -2.6328], [4.2390, -1.4873, -3.7086], [3.0519, -0.7905, -3.5754], [2.3630, -0.8019, -2.3659], [0.8925, 0.1771, -2.2277], [2.3286, -3.6783, 0.1994], [0.9973, -3.1676, -0.8620], [0.8248, -3.0022, 0.8819], [3.5938, -0.4391, 0.9018], [3.6570, -2.1666, 1.3141], [2.7828, -0.8122, 3.2085], [1.5683, -1.9541, 2.6321], [-0.3205, -1.1713, 2.9978], [-0.8203, -0.3646, 1.5303], [-0.6649, 0.6033, 2.9643], [1.2578, 0.8900, 4.6950], [2.1963, 3.0371, 5.4975], [3.1687, 4.6314, 3.8783], [3.1888, 4.1162, 1.4714], [4.4778, -2.7737, -0.5962], [5.6877, -2.7322, -2.7296], [4.7682, -1.4678, -4.6512], [2.6578, -0.2178, -4.4040], [-2.1737, 3.3966, -5.4739], [-1.9639, 3.0295, -4.2183], [-2.3832, 1.7833, -3.7803], [-2.9946, 0.9510, -4.6191], [-2.1566, 1.4115, -2.4687], [-2.5803, 0.1902, -2.0869], [-1.5088, 2.2365, -1.5633], [-1.2118, 1.7891, 0.1176], [-1.0994, 3.4839, -2.0281], [-0.4703, 4.3281, -1.2160], [-1.3222, 3.8862, -3.3355], [-0.9162, 5.0807, -3.7487], [-5.3652, -3.3082, 3.1712], [-4.7780, -1.9112, 3.4001], [-4.0654, -1.8333, 4.7542], [-5.8684, -0.8375, 3.2963], [-3.7922, -1.6458, 2.3370], [-3.0612, -1.4113, 1.4840], [-6.1155, -3.4991, 3.9381], [-4.5983, -4.0789, 3.2406], [-5.8458, -3.3794, 2.1964], [-4.7905, -2.0309, 5.5434], [-3.6434, -0.8425, 4.9225], [-3.2717, -2.5767, 4.8296], [-6.6193, -1.0317, 4.0619], [-6.3552, -0.8612, 2.3225], [-5.4601, 0.1593, 3.4575], [-0.9900, -1.5395, -0.3864], [-1.8434, -1.5238, 0.1069], [-1.2115, -1.4215, -1.3243]]}